w) Below is an isolated molecule of C2H5ClFN, with properties calculated with wB97M-V/def2-TZVPD.

```
10
Properties=species:S:1:pos:R:3:nbo_charge:R:1
N 1.416 -0.023 -0.101 -0.823
C 0.133 -0.620 -0.384 -0.281
C -0.900 0.268 0.232 0.174
F -0.659 1.512 -0.269 -0.362
Cl -2.572 -0.071 -0.142 -0.041
H 1.636 -0.282 0.819 0.349
H 1.492 0.986 -0.260 0.377
H 0.186 -0.617 -1.440 0.223
H 0.081 -1.527 0.185 0.206
H -0.813 0.373 1.361 0.178
```

## Properties
**Lowest unoccupied orbital energy**: 0.036 hartree
**HOMO-LUMO gap**: 10.637 eV
**Structure (SMILES)**: NC[C@@H](F)Cl

=====

x) Below is an isolated molecule of C2H5ClFN, with properties calculated with wB97M-V/def2-TZVPD.

```
10
Properties=species:S:1:pos:R:3:nbo_charge:R:1
N 0.672 -0.265 1.192 -0.819
C -0.427 -0.070 0.367 -0.288
C -0.178 -0.111 -1.119 0.292
F -1.110 -0.447 -2.056 -0.318
Cl 0.280 1.637 -1.594 -0.163
H 1.351 0.694 0.994 0.327
H 0.530 -0.170 2.170 0.380
H -0.591 -1.186 0.471 0.226
H -1.167 0.568 0.773 0.200
H 0.639 -0.651 -1.198 0.163
```

## Properties
**Lowest unoccupied orbital energy**: 0.033 hartree
**HOMO-LUMO gap**: 10.929 eV
**Structure (SMILES)**: NC[C@@H](F)Cl

=====

Most stable structure, least stable structure: w), x).

=====

w) Below is the ion C4H7N2S with charge +1, with properties calculated with wB97M-V/def2-TZVPD.

```
14
Properties=species:S:1:pos:R:3:nbo_charge:R:1
C 0.583 0.236 0.041 0.259
C 3.034 -0.082 0.112 0.104
C -1.714 -0.623 -0.283 -0.226
C -1.861 0.851 0.278 -0.526
N 1.840 0.036 -0.285 -0.403
N -0.303 -0.959 0.118 -0.544
S -0.258 1.646 0.045 0.503
H 3.833 0.097 -0.709 0.226
H 3.457 0.040 1.127 0.220
H -2.583 -1.174 0.099 0.258
H -1.702 -0.766 -1.428 0.218
H -2.694 1.449 0.055 0.273
H -1.811 0.834 1.333 0.236
H 0.178 -1.584 -0.504 0.401
```

## Properties
**Lowest unoccupied orbital energy**: -0.167 hartree
**Net charge**: +1
**HOMO-LUMO gap**: 9.842 eV

=====

x) Below is a cluster of 2 separate species, C4H7N2S in total, with properties calculated with wB97M-V/def2-TZVPD.

```
14
Properties=species:S:1:pos:R:3:nbo_charge:R:1
C 0.454 1.629 0.069 0.338
C 0.801 0.333 0.136 -0.376
C 0.238 -2.586 0.687 -0.049
C 0.130 4.072 0.090 -0.087
N 0.226 2.806 0.043 -0.221
N 1.335 -2.649 -0.055 -0.580
S 2.254 -0.307 -0.449 -0.069
H 0.141 -0.445 0.387 0.211
H -0.698 -2.565 0.175 0.232
H 0.399 -2.761 1.748 0.234
H -0.785 4.408 0.455 0.228
H 0.820 4.496 -0.575 0.232
H 1.343 -2.332 -1.066 0.464
H 2.191 -3.051 0.257 0.442
```

## Properties
**Lowest unoccupied orbital energy (alpha / beta)**: -0.174 / -0.174 hartree
**Net charge**: +1
**HOMO-LUMO gap (alpha / beta)**: 7.242 / 7.243 eV

=====

Most stable structure, least stable structure: w), x).

=====

w) Below is the ion C4H7N2S with charge +1, with properties calculated with wB97M-V/def2-TZVPD.

```
14
Properties=species:S:1:pos:R:3:nbo_charge:R:1
C -1.071 -1.674 0.039 -0.304
C -2.309 -1.238 -0.112 -0.286
C -0.069 -0.625 0.158 0.486
C 0.011 1.873 -0.105 -0.435
N -0.626 0.595 0.161 -0.461
N 1.372 -0.760 0.418 -0.796
S -2.339 0.517 -0.012 0.665
H -0.516 -2.669 0.263 0.272
H -3.180 -1.839 -0.095 0.284
H -0.589 2.693 0.425 0.250
H 1.063 1.811 0.400 0.240
H 0.071 2.084 -1.184 0.248
H 1.508 -1.721 0.510 0.393
H 2.055 -0.272 1.003 0.443
```

## Properties
**Lowest unoccupied orbital energy**: -0.166 hartree
**Net charge**: +1
**HOMO-LUMO gap**: 9.389 eV

=====

x) Below is the ion C4H7N2S with charge +1, with properties calculated with wB97M-V/def2-TZVPD.

```
14
Properties=species:S:1:pos:R:3:nbo_charge:R:1
C -2.212 1.031 -0.145 -0.315
N -0.916 1.502 -0.006 -0.288
C -0.044 0.674 0.380 0.216
C 1.364 0.458 -0.036 -0.257
N 0.911 -0.988 -0.296 -0.539
C -0.396 -0.723 0.509 -0.282
S -2.114 -0.867 -0.020 0.233
H -2.862 1.370 0.630 0.252
H -2.523 1.263 -1.178 0.249
H 1.866 1.046 -0.779 0.273
H 2.119 0.537 0.739 0.255
H 0.793 -1.380 -1.309 0.476
H 1.485 -1.556 0.294 0.442
H -0.379 -1.400 1.484 0.285
```

## Properties
**Lowest unoccupied orbital energy**: -0.147 hartree
**Net charge**: +1
**HOMO-LUMO gap**: 9.626 eV
**Structure (SMILES)**: C1N=C2C[NH2+][C@@H]2S1

=====

Most stable structure, least stable structure: w), x).

=====

w) Below is the ion CH3N2O with charge +1, with properties calculated with wB97M-V/def2-TZVPD.

```
7
Properties=species:S:1:pos:R:3:nbo_charge:R:1
N -0.705 1.637 -2.096 0.402
N -0.659 1.007 -1.200 0.122
C -0.337 0.201 -0.124 0.002
O 0.531 0.609 0.769 -0.600
H 0.007 -0.897 -0.652 0.278
H -1.367 -0.025 0.350 0.289
H 1.263 1.071 0.367 0.508
```

## Properties
**Lowest unoccupied orbital energy**: -0.242 hartree
**Net charge**: +1
**HOMO-LUMO gap**: 10.857 eV
**Structure (SMILES)**: N#[N+]CO

=====

x) Below is the ion CH3N2O with charge +1, with properties calculated with wB97M-V/def2-TZVPD.

```
7
Properties=species:S:1:pos:R:3:nbo_charge:R:1
C 0.994 0.281 0.072 0.105
N -0.057 -0.513 -0.115 -0.502
N -1.776 -0.299 -0.189 0.487
O -2.238 0.547 0.379 -0.018
H 0.939 1.301 0.561 0.236
H 2.105 0.143 -0.159 0.261
H 0.033 -1.460 -0.548 0.431
```

## Properties
**Lowest unoccupied orbital energy**: -0.256 hartree
**Net charge**: +1
**HOMO-LUMO gap**: 9.969 eV
**Structure (SMILES)**: C=[NH+]N=O

=====

y) Below is the ion CH3N2O with charge +1, with properties calculated with wB97M-V/def2-TZVPD.

```
7
Properties=species:S:1:pos:R:3:nbo_charge:R:1
N -1.069 -0.276 0.623 -0.579
C 0.092 -0.234 0.257 0.531
N 1.025 0.303 -0.464 -0.024
O 2.026 1.040 -0.539 -0.243
H -1.466 -1.076 0.943 0.449
H -1.616 0.529 0.432 0.441
H 1.008 -0.287 -1.252 0.426
```

## Properties
**Lowest unoccupied orbital energy (alpha / beta)**: -0.238 / -0.238 hartree
**Net charge**: +1
**HOMO-LUMO gap (alpha / beta)**: 9.657 / 9.655 eV
**Structure (SMILES)**: [NH2+]=C=[NH+][O-]

=====

Most stable structure, least stable structure: w), y).

=====

w) Below is a structure of composition CH3N2O, with properties calculated with wB97M-V/def2-TZVPD.

```
7
Properties=species:S:1:pos:R:3:nbo_charge:R:1
C 0.132 0.271 0.158 0.133
N -0.838 -0.488 -0.201 -0.488
N -2.651 -0.322 -0.022 0.533
O -3.105 0.629 0.326 0.004
H -0.024 1.059 0.741 0.187
H 1.123 0.235 -0.058 0.218
H -0.557 -1.275 -0.764 0.413
```

## Properties
**Lowest unoccupied orbital energy**: -0.258 hartree
**Net charge**: +1
**HOMO-LUMO gap**: 10.072 eV

=====

x) Below is a structure of composition CH3N2O, with properties calculated with wB97M-V/def2-TZVPD.

```
7
Properties=species:S:1:pos:R:3:nbo_charge:R:1
C -1.083 0.138 0.058 0.365
N 2.354 -0.216 0.009 -0.140
N 1.505 0.527 0.031 0.341
O 0.012 -0.395 0.052 -0.435
H -1.814 -0.491 -0.391 0.196
H -1.176 1.197 0.191 0.183
H 2.765 -1.137 -0.114 0.490
```

## Properties
**Lowest unoccupied orbital energy**: -0.218 hartree
**Net charge**: +1
**HOMO-LUMO gap**: 10.335 eV

=====

Most stable structure, least stable structure: x), w).

=====

w) Below is an isolated molecule of C4H6N2OS, with properties calculated with wB97M-V/def2-TZVPD.

```
14
Properties=species:S:1:pos:R:3:nbo_charge:R:1
O 2.348 -1.465 -0.655 -0.593
N 2.296 -1.010 0.700 -0.097
C 1.251 -0.256 0.849 0.029
C 0.115 0.065 -0.108 -0.116
C -0.340 1.433 -0.288 -0.235
N -1.301 0.444 0.358 -0.382
C -2.461 -0.005 0.001 -0.042
S -2.913 -1.613 0.129 -0.131
H 3.189 -2.020 -0.663 0.485
H 1.180 0.204 1.903 0.207
H 0.131 -0.481 -1.007 0.237
H -0.213 1.729 -1.432 0.222
H -0.121 2.182 0.445 0.218
H -3.161 0.792 -0.230 0.196
```

## Properties
**Lowest unoccupied orbital energy**: 0.002 hartree
**HOMO-LUMO gap**: 8.546 eV
**Structure (SMILES)**: O/N=C\[C@@H]1CN1C=S

=====

x) Below is a structure of composition C4H6N2OS, with properties calculated with wB97M-V/def2-TZVPD.

```
14
Properties=species:S:1:pos:R:3:nbo_charge:R:1
C -3.096 1.187 0.219 -0.682
C -2.526 -0.192 0.049 0.085
C 0.649 -1.649 -0.166 -0.114
C 1.356 1.088 -0.289 0.241
H -2.113 2.002 -0.329 0.251
H -3.454 1.463 1.456 0.265
H -4.100 1.148 -0.629 0.232
H -3.127 -0.774 -0.566 0.179
H 1.188 -2.661 -0.376 0.233
H 0.370 0.831 -0.865 0.186
N -1.209 -0.309 0.067 -0.331
N -0.661 -1.558 -0.364 -0.292
O 2.169 2.038 -0.215 -0.516
S 1.792 -0.490 0.389 0.263
```

## Properties
**Lowest unoccupied orbital energy**: -0.016 hartree
**HOMO-LUMO gap**: 8.878 eV

=====

y) Below is an isolated molecule of C4H6N2OS, with properties calculated with wB97M-V/def2-TZVPD.

```
14
Properties=species:S:1:pos:R:3:nbo_charge:R:1
C -1.722 -0.268 0.610 -0.257
C -0.396 -0.278 0.429 -0.194
C 0.536 -1.011 1.332 -0.250
S 0.150 -1.635 2.785 0.047
C 0.199 0.380 -0.759 0.335
N -0.534 0.301 -1.934 -0.800
N 1.282 1.071 -0.780 -0.202
O 1.796 1.262 0.508 -0.580
H -2.159 -0.782 1.472 0.222
H -2.378 0.227 -0.091 0.216
H 1.528 -1.119 0.974 0.208
H -0.872 -0.607 -2.129 0.378
H -0.062 0.735 -2.738 0.395
H 2.631 1.726 0.320 0.483
```

## Properties
**Lowest unoccupied orbital energy**: -0.029 hartree
**HOMO-LUMO gap**: 7.987 eV
**Structure (SMILES)**: C=C(C=S)/C(N)=N\O

=====

z) Below is an isolated molecule of C4H6N2OS, with properties calculated with wB97M-V/def2-TZVPD.

```
14
Properties=species:S:1:pos:R:3:nbo_charge:R:1
C -2.029 0.160 -0.288 -0.498
N -0.573 -0.301 -0.708 -0.293
N -0.121 -1.499 -0.235 -0.397
C 1.214 -1.158 0.199 -0.001
C 1.433 0.148 0.333 -0.387
S 2.929 0.830 0.778 0.054
C 0.226 0.804 -0.230 0.622
O -0.239 1.945 -0.271 -0.607
H -2.383 -0.499 0.698 0.218
H -2.887 0.193 -1.304 0.216
H -1.775 1.329 -0.019 0.282
H 0.088 -2.153 -0.961 0.373
H 1.961 -1.932 0.708 0.233
H 2.157 2.134 1.299 0.183
```

## Properties
**Lowest unoccupied orbital energy**: 0.016 hartree
**HOMO-LUMO gap**: 9.197 eV
**Structure (SMILES)**: Cn1[nH]cc(S)c1=O

=====

Most stable structure, least stable structure: y), x).